This record from the OMol25 dataset describes a structure of composition C17H36BBr2N5OP2SiTa. The level of theory is ωB97M-V/def2-TZVPD.

CARTESIAN COORDINATES (ANGSTROEM)
1 Ta -0.070874 -0.491413 0.153155
2 Br -0.788986 4.262777 -0.962408
3 C -2.099059 2.943199 -0.637809
4 Br -1.674639 1.749214 0.904965
5 H -2.211509 2.283965 -1.488983
6 H -3.034499 3.394359 -0.327122
7 C 2.445781 -3.306842 -0.210160
8 P 2.084734 -1.677523 -0.913754
9 C 3.635606 -0.751412 -0.870359
10 C 1.723542 -1.941721 -2.678242
11 C 0.440843 -2.760740 -2.830086
12 P -0.884040 -2.232902 -1.677439
13 C -2.225135 -1.506530 -2.650744
14 C -1.569854 -3.751624 -0.981193
15 H 3.249399 -3.781353 -0.775921
16 H 1.569401 -3.955108 -0.237675
17 H 2.762692 -3.201211 0.827682
18 H 4.401424 -1.330752 -1.389650
19 H 3.968967 -0.579317 0.152741
20 H 3.510941 0.204188 -1.379941
21 H 2.569465 -2.456814 -3.139242
22 H 1.639104 -0.964942 -3.159626
23 H 0.633244 -3.814657 -2.618358
24 H 0.058240 -2.707949 -3.850988
25 H -2.684322 -2.300948 -3.242881
26 H -1.845573 -0.737964 -3.321473
27 H -2.984029 -1.077616 -1.994366
28 H -1.787829 -4.442160 -1.798658
29 H -2.495911 -3.529557 -0.454119
30 H -0.870916 -4.228378 -0.294083
31 N 2.406711 -0.591320 3.667536
32 C 1.784617 -1.788007 3.952562
33 C 0.947402 -2.041293 2.914562
34 N 1.063794 -1.015573 1.994669
35 C 1.953313 -0.156999 2.489052
36 C 2.209919 1.010178 1.681158
37 N 1.519448 1.090153 0.545758
38 C 1.957298 2.231514 -0.094947
39 C 2.909206 2.825796 0.672756
40 N 3.052575 2.040731 1.793184
41 H 3.072836 -0.130510 4.272598
42 H 1.989059 -2.338475 4.855340
43 H 0.281047 -2.872793 2.766141
44 H 1.568557 2.552772 -1.044981
45 H 3.482836 3.725446 0.526842
46 H 3.684117 2.237135 2.557622
47 B 0.511095 1.819112 -3.906889
48 C 0.109550 1.131187 -2.616313
49 N -0.144962 0.582004 -1.609095
50 H 0.756182 0.914493 -4.674353
51 H -0.431098 2.486617 -4.253118
52 H 1.482646 2.473669 -3.598441
53 C -4.274799 -1.394085 0.984829
54 Si -2.824786 -1.687101 2.093127
55 C -2.628350 -3.445588 2.630265
56 C -2.683569 -0.518734 3.520403
57 O -1.422611 -1.307689 1.066572
58 H -5.196431 -1.528946 1.557642
59 H -4.324540 -2.092011 0.146709
60 H -4.288789 -0.373112 0.598114
61 H -3.539541 -3.719118 3.171958
62 H -1.806360 -3.585104 3.334637
63 H -2.524343 -4.163288 1.817285
64 H -3.394079 -0.827162 4.292683
65 H -2.923957 0.513683 3.266345
66 H -1.691978 -0.552576 3.978829

Atoms 1-2, force components in eV/Å:
0.2 0.2 -0.1
-0.1 0.0 0.0

As for the charge: +3. For the total energy, the calculation gives -196460.001 eV. The max |F| is 0.306 eV Å⁻¹. The value obtained for the relative energy (zero: lowest compared OMol25 entry of this formula, charge and spin) is 0.0989 eV. The calculation puts the HOMO-LUMO gap at 7.64 eV.

Results of the natural (NBO) charge analysis, in e, for atoms 1 through 2:
1 Ta 1.80
2 Br 0.18